1.
DFT (ωB97M-V with the def2-TZVPD basis set) results for a molecular structure, C41H110CuN10O13 at a distorted geometry.

Atoms and positions in Å:
Cu 2.086783 -0.804641 2.282605
C 0.342243 0.170019 0.471475
O 1.154243 -0.738361 0.212165
O -0.534987 0.549269 -0.283685
O 0.402833 0.446019 1.690915
C 5.286833 -1.710811 5.535905
C 3.931673 -1.531691 4.753525
C 3.006823 -0.469691 5.413275
O 1.940373 -0.428201 4.490345
C 0.751703 0.147139 5.100915
N 4.266373 -1.234101 3.378925
H 5.739433 -0.785591 5.892595
H 6.078073 -2.283001 5.051505
H 5.082213 -2.287231 6.438105
H 3.368623 -2.464731 4.775935
H 3.487363 0.495679 5.572225
H 2.777463 -0.765211 6.437075
H -0.068877 0.085669 4.386085
H 0.877343 1.152679 5.502415
H 0.408093 -0.490191 5.915675
H 4.752723 -1.995831 2.928005
H 5.125823 -0.714801 3.487435
C -4.181957 -3.496171 1.067815
C -3.370637 -2.857761 0.022705
C -4.139497 -1.683551 -0.688635
O -5.254267 -2.167771 -1.445035
C -5.836017 -1.107031 -2.188835
N -2.122217 -2.378421 0.670185
H -4.788177 -2.825931 1.677215
H -3.545627 -4.069571 1.741915
H -4.887787 -4.140861 0.544105
H -3.040307 -3.699021 -0.586625
H -3.485037 -1.083521 -1.320905
H -4.569147 -0.932911 -0.025275
H -6.142447 -0.249661 -1.589565
H -6.704467 -1.563391 -2.663855
H -5.150707 -0.697641 -2.931025
H -1.628507 -1.919661 -0.082075
H -2.330737 -1.631171 1.316905
C -0.320977 -4.368561 -4.146745
C -0.390027 -3.739401 -2.788485
C -0.668047 -4.785651 -1.743115
O -2.015677 -5.338101 -1.881705
C -2.358517 -6.251141 -0.948315
N 0.917653 -3.104411 -2.581135
H -0.367587 -3.516411 -4.824805
H -1.186197 -4.983501 -4.394425
H 0.648393 -4.852371 -4.266525
H -1.194337 -3.006011 -2.730835
H -0.552807 -4.462811 -0.708415
H -0.002547 -5.641101 -1.858905
H -3.390227 -6.534561 -1.156515
H -2.344757 -5.901191 0.083885
H -1.784027 -7.168851 -1.074345
H 0.865973 -2.342571 -3.242205
H 0.915943 -2.539321 -1.744015
C -3.550597 3.563209 -2.489355
C -3.734647 3.397509 -0.951145
C -4.688827 2.256169 -0.480095
O -5.964787 2.396719 -1.077935
C -6.621157 3.588609 -0.635155
N -2.425367 3.193029 -0.351815
H -4.497857 3.612739 -3.026335
H -3.004707 2.665739 -2.780285
H -3.003617 4.453229 -2.800455
H -4.128017 4.349499 -0.594665
H -4.707387 2.359209 0.604865
H -4.362467 1.252069 -0.750975
H -6.166637 4.544869 -0.894155
H -6.800707 3.553889 0.439395
H -7.543087 3.633729 -1.214915
H -1.930537 2.335209 -0.550295
H -2.608447 3.216629 0.641175
C -2.780327 2.189429 3.537675
C -3.044267 0.713279 3.267025
C -4.513267 0.330839 3.079425
O -5.285037 0.478699 4.274385
C -6.574527 0.051669 4.232855
N -2.353857 0.225869 2.109815
H -2.944027 2.790069 2.642945
H -1.720067 2.342139 3.739255
H -3.441317 2.595089 4.303585
H -2.734727 0.212879 4.184565
H -4.542127 -0.720751 2.794065
H -4.924687 0.879899 2.232455
H -7.154907 0.291529 5.123765
H -6.529857 -1.034741 4.156635
H -7.117257 0.476299 3.388325
H -2.362167 0.860229 1.323915
H -1.345967 0.228699 2.175065
C 1.637603 4.760149 -1.846045
C 1.224633 3.646919 -0.901675
C 0.496023 4.149209 0.383645
O 1.439283 4.710209 1.302475
C 1.025753 4.847789 2.660785
N 0.403403 2.689699 -1.661675
H 2.035003 4.425819 -2.804375
H 2.399703 5.348719 -1.335275
H 0.789043 5.399989 -2.088255
H 2.160213 3.159559 -0.627345
H -0.106667 3.380189 0.866825
H -0.269977 4.865849 0.087385
H 0.950603 3.902049 3.197475
H 0.063293 5.358929 2.638575
H 1.777603 5.419659 3.204665
H 0.178773 1.880049 -1.101235
H -0.529537 3.076359 -1.646595
C 3.531113 2.312869 3.271765
C 3.404613 2.050559 1.783595
C 4.434103 2.854159 0.991855
O 5.677593 2.206669 1.077155
C 6.619923 3.033019 0.378615
N 3.528593 0.653779 1.365105
H 4.519563 2.035759 3.638195
H 2.828933 1.635559 3.757875
H 3.363193 3.366069 3.496855
H 2.402843 2.302589 1.435695
H 4.522113 3.887819 1.326365
H 4.167913 2.783499 -0.062775
H 6.728743 2.760919 -0.671245
H 7.580673 2.783309 0.828845
H 6.506773 4.110779 0.495815
H 4.528383 0.513239 1.393045
H 3.350273 0.656969 0.370975
C -0.587957 1.302049 -5.073435
C -1.325917 0.358149 -4.242335
C -1.859867 -0.851271 -5.046065
O -2.759547 -0.523271 -6.072575
C -4.104037 -0.240841 -5.585965
N -0.434187 0.041179 -3.171635
H 0.369753 0.891369 -5.393175
H -0.460187 2.245679 -4.543015
H -1.215247 1.519099 -5.938015
H -2.173027 0.871939 -3.787885
H -2.306577 -1.570311 -4.359385
H -1.063647 -1.402261 -5.546615
H -4.374667 -1.123431 -5.006405
H -4.818437 -0.134761 -6.402355
H -4.122077 0.609299 -4.904035
H -0.881007 -0.314621 -2.338655
H -0.093167 0.902909 -2.770105
C 2.995183 -0.240981 -3.605545
C 3.886523 0.403739 -2.600895
C 4.734433 1.556899 -3.169105
O 5.610843 1.283689 -4.305755
C 6.928013 0.892289 -4.023645
N 2.980813 0.853679 -1.550145
H 2.472243 -1.140021 -3.279405
H 3.623203 -0.479211 -4.463995
H 2.313403 0.470659 -4.071215
H 4.519613 -0.362121 -2.152845
H 5.318793 2.017359 -2.372475
H 4.066333 2.376659 -3.433185
H 7.484613 1.565149 -3.371295
H 7.432893 0.676769 -4.965315
H 6.901773 -0.146221 -3.693625
H 2.320193 0.158349 -1.233585
H 2.297303 1.530719 -1.857595
C 0.603233 -5.064781 2.564115
C 1.594383 -3.925451 2.484415
C 2.276383 -3.784941 1.129065
O 3.142213 -2.690561 1.156185
C 3.763553 -2.337821 -0.054175
N 0.875473 -2.675171 2.742465
H 0.012513 -5.080671 3.480025
H 1.046783 -6.059931 2.531705
H -0.095397 -4.989101 1.730875
H 2.300613 -4.138851 3.286775
H 1.500313 -3.583551 0.390645
H 2.671903 -4.767991 0.873575
H 3.150643 -2.091801 -0.921315
H 4.376483 -3.167191 -0.407105
H 4.505163 -1.558781 0.122465
H 0.231673 -2.602751 1.967635
H 0.246953 -3.033181 3.447375

Atomic forces in eV per Å
1.5 0.0 -0.3
-2.3 -0.6 -0.3
2.2 -2.0 -1.0
-0.6 0.3 -0.4
1.1 1.2 2.8
-1.1 -0.5 1.1
1.8 -0.5 1.8
1.7 -1.0 -1.1
-1.6 1.2 1.3
-0.5 -0.9 -0.2
0.0 0.6 -0.5
-0.2 0.3 -0.3
-0.3 0.0 -0.6
0.0 0.0 0.2
0.0 -0.1 0.1
0.1 0.3 -0.6
-0.7 -0.5 -0.2
0.3 0.4 -0.3
0.3 0.1 -0.4
0.3 -0.1 0.2
-0.9 -1.2 -0.1
-0.1 1.6 -0.3
-1.5 -0.8 0.7
0.7 1.2 0.4
-0.4 -1.1 -0.4
0.8 0.4 0.1
-0.3 -0.6 0.0
0.1 -0.1 -0.8
0.1 0.3 0.0
-0.1 -0.2 -0.1
-0.2 -0.3 0.4
-0.3 0.6 -1.0
0.5 -0.2 -0.5
0.3 -0.1 1.0
-0.2 -0.1 0.4
0.0 0.3 -0.2
0.2 -0.2 -0.2
0.6 0.3 -0.1
-0.3 0.3 0.3
-0.5 0.8 -0.8
-0.2 -0.6 0.8
-1.0 -1.7 0.5
1.5 2.8 -1.6
-0.9 -1.6 0.5
-0.2 0.4 0.1
0.2 -0.2 -0.5
0.2 -0.2 0.2
-0.2 -0.3 -0.1
-0.3 0.1 -0.1
0.0 0.5 0.2
0.5 -0.1 -0.1
-0.1 0.0 0.0
0.3 0.2 0.3
0.4 -0.2 0.4
0.5 0.2 -0.7
-0.2 -0.1 0.8
-0.5 -0.7 0.8
0.3 -0.5 -1.4
0.0 1.2 -1.4
0.0 0.7 0.7
-0.7 -0.4 -0.8
-0.1 1.0 0.8
-0.1 -0.3 0.1
0.0 0.0 -0.6
0.3 -0.1 0.5
0.1 -0.1 0.4
-0.3 -0.2 0.4
0.4 0.1 -0.1
0.7 -0.2 0.0
-0.1 0.0 0.1
-0.3 -0.3 0.4
-0.5 -0.4 -0.2
0.6 0.0 0.4
-0.3 0.2 -0.5
-0.7 0.7 0.9
-0.6 -0.5 0.6
2.7 1.9 0.2
-1.2 -1.1 -0.6
0.9 -0.4 -0.7
-0.3 0.0 -0.2
0.0 0.0 0.5
0.3 0.0 0.2
0.3 -0.5 -0.1
0.1 -0.2 -0.1
-0.4 0.3 0.0
0.5 0.2 0.2
-0.6 -0.4 -0.2
-0.2 -0.1 -0.3
-1.1 0.4 -0.3
0.1 -0.4 1.1
0.0 0.6 0.4
-0.1 -0.2 0.0
0.4 0.2 -0.1
0.6 -0.3 0.0
-0.3 0.2 -1.0
-0.1 0.3 0.3
0.1 -0.4 0.2
0.0 0.3 -0.2
-0.1 0.1 0.1
-0.1 -0.2 0.3
0.3 -0.6 0.1
0.1 0.5 0.0
-0.3 -0.4 -0.2
-0.1 0.1 0.6
-0.1 0.3 -0.3
0.6 0.0 0.2
-0.3 0.7 -0.8
0.0 -1.0 -0.2
-0.4 1.0 -0.4
-0.8 -0.6 -0.6
0.7 1.1 0.0
1.5 -1.1 0.6
-0.5 -0.6 1.3
0.2 0.1 -0.1
-0.2 0.4 0.4
-0.2 -0.2 0.0
0.0 0.7 0.2
-0.3 0.1 0.0
-0.4 0.6 -0.2
-0.5 0.1 -0.2
0.1 0.1 0.0
-0.5 -0.1 0.1
0.4 -0.9 0.4
-0.4 0.0 -1.0
-0.3 1.4 -1.6
-1.1 -0.5 0.4
0.4 -0.1 0.4
-1.2 0.9 0.0
1.2 -1.0 0.3
0.8 -1.3 1.5
0.0 0.1 0.0
0.3 0.0 0.0
0.3 0.1 -0.3
-0.7 0.1 -0.4
-0.3 -0.2 0.3
0.4 0.2 0.0
-0.4 -0.1 0.1
0.4 0.2 -0.1
0.0 0.3 -0.2
-0.6 -0.7 -0.1
0.5 0.4 -0.6
0.9 -0.2 -2.5
-0.9 -0.6 0.0
0.8 0.3 -0.1
-1.7 0.7 0.8
-0.3 -1.6 -0.4
0.2 1.3 1.7
0.1 0.3 0.2
0.1 -0.7 -0.2
-0.4 0.1 0.6
0.4 0.0 0.0
0.3 -0.3 0.3
-0.2 -0.1 -0.6
0.0 0.0 0.0
0.1 1.0 -0.3
0.2 -0.1 1.2
0.4 -1.0 -0.4
0.3 0.7 -0.8
-0.4 -0.8 -0.8
0.6 -0.4 -0.2
-1.3 -0.8 0.1
0.2 0.6 0.6
1.4 -0.7 -0.9
0.3 0.4 -0.1
0.1 0.4 0.2
0.3 0.1 -0.2
-0.2 -0.1 -0.1
0.5 0.6 0.0
-0.3 -0.1 -0.2
0.9 0.2 -0.2
-0.7 0.2 0.4
0.0 -0.4 0.0
-0.4 0.3 0.3
-0.6 0.2 -0.7
-0.3 1.2 1.0

Calculated values
- Energy: -130445.9411 eV
- Orbital gap (alpha / beta): 8.60 / 4.65 eV
- E_HOMO (alpha / beta): -10.7 / -10.6 eV
- Net charge: +1
- Multiplicity: 3

2.
DFT (ωB97M-V with the def2-TZVPD basis set) results for a molecular structure, C32H30F5N10O4PbSeTe.

Atoms and positions in Å:
Pb -0.226247 0.379605 -0.293840
N -1.968892 -0.092695 2.869504
C -0.640615 -0.014010 3.136210
N -0.270581 -0.043680 4.403420
C 1.045481 0.021977 4.620209
N 1.474159 0.009208 5.880562
N 1.983824 0.090344 3.650061
C 1.507909 0.127907 2.430694
N 0.214861 0.114021 2.098298
C 2.510744 0.185610 1.326337
C 3.860630 0.061199 1.592915
C 4.755134 0.103824 0.534578
C 4.278295 0.275725 -0.753228
C 2.914540 0.389084 -0.942922
N 2.060411 0.345823 0.078356
H -2.523694 -0.424908 3.644255
H -2.238234 -0.441827 1.956723
H 0.811583 -0.089972 6.628952
H 2.460259 0.005015 6.070406
H 4.184281 -0.076541 2.612571
H 5.815872 -0.003267 0.716725
H 4.941124 0.308599 -1.605341
H 2.484340 0.499546 -1.928901
O 0.319123 2.292945 -2.901054
C 0.158866 1.155665 -3.304207
N 0.063014 0.715854 -4.577379
C -0.138845 -0.724980 -4.672783
C -0.168175 -1.084655 -3.171913
O -0.348139 -2.213694 -2.752042
N 0.051941 0.045552 -2.452244
C 1.053487 -1.454655 -5.281307
C 0.968145 -2.832950 -5.466460
C 2.048541 -3.534020 -5.973579
C 3.221134 -2.867028 -6.307436
C 3.307756 -1.497367 -6.125129
C 2.227776 -0.791485 -5.607125
C -1.459913 -1.031673 -5.365644
C -1.494137 -1.106719 -6.753673
C -2.700278 -1.283370 -7.415179
C -3.880002 -1.395084 -6.693773
C -3.849369 -1.327652 -5.308646
C -2.644540 -1.143714 -4.646153
H 0.030394 1.347181 -5.359102
H 0.056753 -3.355084 -5.206078
H 1.975211 -4.604780 -6.109879
H 4.061761 -3.415944 -6.710630
H 4.215543 -0.969717 -6.387598
H 2.310248 0.278396 -5.463755
H -0.573317 -1.042405 -7.321004
H -2.716509 -1.342929 -8.495409
H -4.819350 -1.544174 -7.209361
H -4.764291 -1.429312 -4.739647
H -2.638764 -1.110269 -3.563166
C 0.781511 3.196186 0.095904
O -0.375448 2.380106 0.150736
H 1.251728 3.171362 -0.890059
H 1.518461 2.925536 0.861573
H 0.456991 4.220502 0.293328
C -2.645080 3.299932 -2.050506
N -2.915651 3.264425 -0.620446
C -3.023867 2.171859 0.131811
Se -2.940778 0.384606 -0.446635
N -3.132799 2.534938 1.415375
C -3.028216 3.913304 1.516724
C -3.036764 4.775149 2.605041
C -2.893368 6.120179 2.327121
C -2.750567 6.590774 1.013502
C -2.747644 5.732142 -0.068393
C -2.891191 4.379550 0.212873
H -2.975806 2.365347 -2.494056
H -1.573104 3.421233 -2.214972
H -3.200520 4.122992 -2.493798
H -3.098806 1.860920 2.169541
H -3.146741 4.414278 3.618474
H -2.889841 6.830292 3.142482
H -2.639043 7.653012 0.845726
H -2.631712 6.096700 -1.079508
F -0.168530 -4.275964 0.884837
Te 0.369656 -3.162840 -0.505765
F -1.168415 -3.906161 -1.248624
F 1.265765 -4.546163 -1.314108
F 1.700665 -2.840627 0.803362
F 1.658893 -2.113000 -1.424748
O -0.577725 -1.676190 0.039620

Atomic forces in eV per Å
-0.1 -0.1 -0.2
0.0 0.0 0.0
0.0 0.0 0.0
0.0 0.0 0.0
0.0 0.0 0.0
0.0 0.0 0.0
0.0 0.0 0.0
0.0 0.0 0.1
0.1 0.1 -0.1
0.0 0.0 0.0
0.0 0.0 0.0
0.0 0.0 0.0
0.0 0.0 0.0
0.0 0.0 0.0
0.0 -0.1 0.0
0.0 0.0 0.0
0.0 0.0 0.0
0.0 0.0 0.0
0.0 0.0 0.0
0.0 0.0 0.0
0.0 0.0 0.0
0.0 0.0 0.0
0.0 0.0 0.0
0.0 0.0 0.0
0.0 -0.2 0.0
0.0 0.0 0.1
0.0 0.0 0.0
-0.1 -0.1 0.0
-0.1 0.3 -0.4
0.1 0.1 0.0
0.0 0.0 0.0
0.0 0.0 0.0
0.0 0.0 0.0
0.0 0.0 0.0
0.0 0.0 0.0
0.0 0.0 0.0
0.0 0.0 0.0
0.0 0.0 0.0
0.0 0.0 0.0
0.0 0.0 0.0
0.0 0.0 0.0
0.0 0.0 0.0
0.0 0.0 0.0
0.0 0.0 0.0
0.0 0.0 0.0
0.0 0.0 0.0
0.0 0.0 0.0
0.0 0.0 0.0
0.0 0.0 0.0
0.0 0.0 0.0
0.0 0.0 0.0
0.0 0.0 0.0
0.0 0.0 0.0
0.1 0.1 0.0
0.2 0.2 0.1
0.0 0.0 0.0
0.0 0.0 0.0
0.0 0.0 0.0
0.0 0.1 0.0
-0.2 0.1 -0.1
0.1 0.1 0.0
0.0 -0.1 0.0
-0.1 0.0 0.1
0.0 0.0 0.0
0.0 0.0 0.0
0.0 0.0 0.0
0.0 0.0 0.0
0.0 0.0 0.0
0.0 -0.1 0.0
0.0 0.0 0.0
-0.1 0.0 0.0
0.0 0.0 0.0
0.0 0.1 0.0
0.0 0.0 0.0
0.0 0.0 0.0
0.0 0.0 0.0
0.0 0.0 0.0
-0.1 0.0 0.1
0.0 0.2 0.8
0.1 0.0 -0.2
0.1 -0.1 0.0
0.1 -0.1 0.0
-0.1 0.0 -0.2
-0.1 -0.3 0.0

Calculated values
- Energy: -148235.2208 eV
- Orbital gap: 7.34 eV
- E_HOMO: -11.1 eV
- Net charge: +1
- ΔE to the lowest compared entry with this formula, charge and spin: 44.5 kcal/mol

Among the records above, which one has the lowest energy? C32H30F5N10O4PbSeTe

energy of number 2 (C32H30F5N10O4PbSeTe)? -148235.2208 eV